# 1
{"formula": "C4H10NO", "method": "ωB97M-V/def2-TZVPD", "species": ["C", "C", "C", "C", "O", "N", "H", "H", "H", "H", "H", "H", "H", "H", "H", "H"], "coordinates": [[0.83901, -1.12095, -0.82757], [-0.58219, -0.67725, -0.79407], [-1.13994, 0.11620, 0.31690], [-0.83126, 1.62766, 0.18726], [0.54070, 1.75621, 0.48728], [1.11826, -1.79258, 0.50028], [1.57992, -0.31232, -0.95484], [1.00924, -1.82765, -1.63088], [0.82436, 2.67395, 0.40245], [-1.22101, -1.19524, -1.49731], [-0.87011, -0.14730, 1.33100], [-2.24334, 0.01838, 0.21010], [-1.45605, 2.19709, 0.89427], [1.10381, -2.80195, 0.41826], [-1.06033, 1.89426, -0.83380], [0.29407, -1.51827, 1.01747]], "forces_ev_per_angstrom": [[0.874, 0.172, -0.381], [1.840, -1.044, 1.969], [-2.310, -0.018, -1.314], [0.817, 0.146, 0.112], [-0.170, -0.057, -0.135], [-1.330, 0.909, -0.700], [-0.549, 0.127, 0.130], [-0.107, 0.005, -0.249], [-0.026, 0.008, -0.009], [-0.476, 0.471, -0.296], [0.501, -0.313, 0.099], [0.593, 0.118, 0.403], [-0.002, -0.426, -0.283], [-0.098, -0.140, -0.184], [-0.109, 0.600, -0.320], [0.552, -0.557, 1.160]], "energy_ha": -288.02885, "e_homo_ev": -14.8, "multiplicity": 1, "gap_ev": 7.46, "molar_mass_da": 88.13, "total_charge": 1, "e_above_lowest_kj_mol": 352.5}

# 2
{"formula": "C4H10NO", "method": "ωB97M-V/def2-TZVPD", "species": ["O", "C", "C", "N", "C", "C", "H", "H", "H", "H", "H", "H", "H", "H", "H", "H"], "coordinates": [[-0.38669, 0.76270, -0.28101], [0.75953, 0.55324, 0.53539], [2.14886, -0.18837, 0.07802], [2.33441, -1.39199, 0.51213], [-3.46608, -0.26759, -0.34226], [3.14705, 0.47415, -0.73132], [0.24939, -0.10563, 1.40714], [-3.03163, 0.24331, -1.13974], [3.17656, -1.41719, -0.13541], [1.44316, 1.51571, 0.74775], [-3.92674, 0.92499, 0.81794], [-4.40204, -0.96747, -0.47981], [-2.95314, -1.11667, 0.32326], [3.61237, 1.44001, -0.75029], [-2.09153, -0.13549, 0.75329], [3.38651, -0.32370, -1.31507]], "forces_ev_per_angstrom": [[1.945, -1.147, 1.836], [-1.773, 0.879, 0.770], [-3.163, 2.402, -0.068], [2.086, 0.548, -2.500], [-2.357, 0.166, 5.943], [-2.579, -0.644, 2.525], [2.674, 1.606, -1.316], [1.011, 0.350, -1.098], [0.192, -2.772, 2.200], [-2.343, -0.988, 0.552], [1.148, -3.105, -3.052], [1.428, 1.780, 0.311], [0.679, 1.143, -0.951], [-0.282, 0.483, 0.021], [-0.590, 0.493, -2.293], [1.925, -1.193, -2.882]], "energy_ha": -287.60526, "e_homo_ev": -12.7, "multiplicity": 1, "gap_ev": 5.11, "molar_mass_da": 88.13, "total_charge": 1, "e_above_lowest_kj_mol": 1464.6}

# 3
{"formula": "C4H10NO", "method": "ωB97M-V/def2-TZVPD", "species": ["C", "C", "C", "N", "C", "H", "H", "H", "H", "H", "H", "H", "H", "H", "H", "O"], "coordinates": [[1.25044, 1.76316, -0.85121], [0.47767, 0.74384, -0.12991], [0.43973, -0.55106, -0.34219], [-0.32733, -1.44925, 0.55319], [0.38032, -2.20400, 1.27953], [2.24399, 1.30897, -1.00277], [0.99779, 2.22686, -1.77710], [1.38505, 2.71323, -0.19124], [-0.11471, 1.18171, 0.70880], [0.83693, -1.05562, -1.26446], [-1.33434, -1.46274, 0.38208], [-0.05068, -2.93723, 1.96556], [1.44384, -2.20537, 1.28388], [-2.57177, 0.73415, -0.93564], [-2.82100, 0.87008, 0.43994], [-2.23594, 0.32326, -0.11847]], "forces_ev_per_angstrom": [[2.449, 1.646, 1.514], [-1.535, 1.113, 1.199], [-0.033, -0.795, -1.444], [1.951, 0.693, -1.413], [-1.465, -1.353, 1.249], [-0.097, 0.558, -0.100], [-1.033, -0.410, -0.913], [-0.061, -1.854, -0.816], [0.570, -0.825, -0.552], [-0.251, 0.426, 1.247], [-0.153, 0.006, 0.655], [-0.367, 0.219, -0.323], [0.737, 0.632, -0.341], [0.666, -0.726, -0.454], [0.387, -0.658, 0.696], [-1.765, 1.328, -0.204]], "energy_ha": -288.08405, "e_homo_ev": -14.2, "multiplicity": 1, "gap_ev": 9.34, "molar_mass_da": 88.13, "total_charge": 1, "e_above_lowest_kj_mol": 207.5}

# 4
{"formula": "C4H10NO", "method": "ωB97M-V/def2-TZVPD", "species": ["C", "C", "C", "C", "N", "O", "H", "H", "H", "H", "H", "H", "H", "H", "H", "H"], "coordinates": [[1.20533, 0.56825, -0.22254], [1.51830, 1.30990, 0.93532], [0.39180, -1.78194, -0.45079], [-1.69729, 1.04748, -0.81830], [0.79836, -0.61927, -0.13907], [-1.41883, 0.67806, 0.29320], [1.52763, 0.86968, -1.33784], [1.13393, 0.92087, 1.88105], [1.39879, 2.38936, 1.00333], [2.57625, 1.16033, 0.87245], [-0.68993, -2.03183, -0.52488], [-0.23577, -0.94354, 2.55506], [1.17362, -2.50053, -0.56546], [-2.73601, 1.16926, -1.23925], [-0.96460, 1.43452, -1.53654], [-0.36062, -0.79310, 1.69547]], "forces_ev_per_angstrom": [[0.636, -0.741, -4.040], [-0.775, 2.062, 2.236], [-2.575, -4.546, -1.904], [-1.230, 1.004, -0.520], [0.349, 4.430, 2.469], [-0.095, -0.158, -0.561], [0.292, -0.267, 2.270], [0.040, -0.368, -0.447], [-0.119, 0.098, -0.738], [1.374, -0.043, 0.342], [0.969, -0.018, 1.016], [-0.465, 0.453, -3.111], [0.287, -0.601, -1.204], [0.444, -0.465, 0.797], [0.485, -0.227, -0.050], [0.383, -0.614, 3.445]], "energy_ha": -287.83103, "e_homo_ev": [-12.0, -14.7], "multiplicity": 3, "gap_ev": [7.45, 5.60], "molar_mass_da": 88.13, "total_charge": 1, "e_above_lowest_kj_mol": 382.4}

# 5
{"formula": "C4H10NO", "method": "ωB97M-V/def2-TZVPD", "species": ["C", "C", "C", "C", "N", "O", "H", "H", "H", "H", "H", "H", "H", "H", "H", "H"], "coordinates": [[-0.52509, 1.11879, 1.54666], [-0.09076, 0.97518, 0.09847], [-0.98048, 0.07125, -0.69168], [0.30949, -1.51620, -1.16114], [0.49423, 0.25058, 1.23157], [1.52372, -0.90140, -1.12999], [-0.20252, 2.02720, 2.09449], [-1.53764, 0.75635, 1.77397], [0.56133, 1.78521, -0.29552], [-1.19499, 0.57417, -1.64531], [-1.82820, -0.50479, -0.23942], [0.24647, -2.21038, -0.28104], [-0.14747, -1.89124, -2.01139], [1.31592, 0.50608, 1.66627], [0.35207, -0.71642, 1.02179], [1.70393, -0.32437, -1.97770]], "forces_ev_per_angstrom": [[-3.400, 2.866, 0.392], [-1.350, 0.894, -0.247], [-2.197, 5.574, 0.186], [3.643, -4.333, 2.288], [0.906, -2.562, -0.324], [-0.052, 1.955, -2.717], [-0.251, -0.839, -0.374], [0.767, -0.003, 0.173], [-0.806, -0.968, -0.084], [-0.037, -0.831, 0.179], [1.257, 0.335, -0.305], [-0.054, 0.600, -0.754], [-0.677, -0.112, -1.939], [2.709, 0.138, 0.589], [0.098, -0.944, 0.765], [-0.557, -1.770, 2.174]], "energy_ha": -287.87474, "e_homo_ev": [-9.3, -16.4], "multiplicity": 3, "gap_ev": [6.22, 10.40], "molar_mass_da": 88.13, "total_charge": 1, "e_above_lowest_kj_mol": 267.7}

# 6
{"formula": "C4H10NO2", "method": "ωB97M-V/def2-TZVPD", "species": ["C", "C", "C", "O", "N", "C", "O", "H", "H", "H", "H", "H", "H", "H", "H", "H", "H"], "coordinates": [[-0.61495, 0.39329, 0.06969], [0.66359, 1.13271, -0.31637], [1.19111, 0.98739, -1.77555], [2.49970, 1.18664, -1.89166], [-0.55414, -1.06134, 0.00857], [-1.60193, -1.84148, 1.61615], [-1.59897, -1.01494, 2.50982], [-0.88059, 0.68036, 1.08696], [-1.41538, 0.85939, -0.51542], [0.41381, 2.19961, -0.19041], [1.46490, 1.02407, 0.42943], [0.90798, -0.06412, -2.08330], [0.56464, 1.69404, -2.36819], [0.44500, -1.28354, 0.00320], [-0.80127, -1.31154, -0.95335], [-2.51182, -1.95701, 0.98867], [-1.02140, -2.77149, 1.53432]], "forces_ev_per_angstrom": [[0.167, 1.576, 0.475], [-0.200, 1.084, 0.378], [0.506, -0.632, 0.684], [0.378, 0.283, -0.104], [0.538, 0.016, -1.478], [-1.331, -0.349, -0.618], [0.518, -0.120, 0.433], [0.052, -0.215, 0.293], [-0.205, -0.795, -0.342], [-0.003, -0.051, 0.007], [0.053, -0.649, -0.346], [-0.387, -0.027, -0.287], [-0.336, -0.105, -0.292], [-0.147, -0.097, 0.398], [-0.208, -0.198, 0.354], [0.019, 0.156, -0.103], [0.587, 0.123, 0.548]], "energy_ha": -363.57834, "e_homo_ev": -2.4, "multiplicity": 1, "gap_ev": 6.04, "molar_mass_da": 104.13, "total_charge": -1, "e_above_lowest_kj_mol": 383.5}